Entry 1:
ORCA calculation (wB97M-V/def2-TZVPD) on 3 unconnected molecules or ions with the total composition C5H11NO3 in a non-equilibrium geometry.

Each line ends with the natural charge from an NBO analysis.
Positions of all 20 atoms, in Å:
C  0.1927  0.5736  0.7517  0.8674
C  1.4962  2.3571  -0.1442  -0.1688
C  -0.1378  -2.7676  0.0672  -0.7087
N  0.5653  0.2204  -0.4589  -0.6820
C  -0.7342  -1.4731  -0.3406  0.0815
C  -1.9191  -1.2195  -0.8517  -0.5119
O  0.6397  -0.0222  1.8617  -0.6755
O  -0.8472  1.3725  0.9553  -0.7020
O  0.4117  2.9426  -0.8305  -0.7445
H  0.0711  0.2283  2.6047  0.5027
H  -0.8618  2.0186  0.2106  0.5284
H  0.4206  2.5993  -1.7335  0.4886
H  1.4189  -0.3259  -0.4289  0.3761
H  1.6717  2.8786  0.7917  0.1608
H  2.3854  2.1937  -0.7473  0.1538
H  -0.8360  -3.6037  -0.0866  0.2090
H  0.1528  -2.7591  1.1209  0.2236
H  0.7641  -2.9843  -0.5133  0.2155
H  -2.2354  -0.2132  -1.1111  0.1996
H  -2.6188  -2.0159  -1.1173  0.1865

The calculation puts the HOMO energy (spin up / spin down) at -6.3 / -7.0 eV. Its HOMO-LUMO gap (spin up / spin down) is 7.0 / 7.6 eV. Its multiplicity is 1. The value obtained for the relative energy (zero: lowest compared OMol25 entry of this formula, charge and spin) is 650.96 kJ/mol. The value obtained for the LUMO energy (spin up / spin down) is 0.0253 / 0.0239 hartree.

***

Entry 2:
ORCA calculation (wB97M-V/def2-TZVPD) on C16H13N5O3S in the gas phase in a non-equilibrium geometry.

Each line ends with the natural charge from an NBO analysis.
Positions of all 38 atoms, in Å:
O  -4.6365  -2.2427  -1.7629  -0.6319
O  3.1180  -2.5979  1.9753  -0.3568
O  4.7467  -2.7532  0.4408  -0.3373
N  0.5925  1.0451  -2.4750  -0.2192
N  -0.2105  1.9260  -2.1723  -0.1369
N  -2.8011  -1.1922  -0.7696  -0.6415
S  -3.6298  -0.0314  -3.0265  0.3080
C  -3.8335  -1.2791  -1.8164  0.4204
C  -2.1203  0.0411  -0.9900  0.2170
C  -2.3519  0.6821  -2.0546  -0.2803
C  1.8868  -0.7725  -2.0660  -0.1655
C  1.8076  0.8577  -0.4051  -0.2251
C  2.6760  -1.6389  -1.3039  -0.1891
C  2.5954  -0.0167  0.4758  -0.1956
C  -0.5517  1.3148  2.7089  -0.1277
C  -1.1928  2.1713  1.8677  -0.2431
C  1.3858  0.4579  -1.6822  0.1515
C  3.0268  -1.3504  0.0771  0.0496
C  -0.3913  -0.0706  2.2420  -0.0055
C  -1.5911  1.8075  0.6355  0.0822
C  -0.7876  -0.4551  0.9556  0.1033
N  3.7091  -2.2464  0.9330  0.4852
N  -1.3938  0.4887  0.2013  -0.2580
C  -1.5950  1.9923  -2.6756  -0.2858
C  0.0545  -1.1394  3.2228  -0.6585
H  1.7485  -1.1008  -3.0748  0.2347
H  1.4986  1.7974  0.1401  0.2388
H  3.0309  -2.5170  -1.8823  0.2469
H  2.8655  0.3103  1.5581  0.2371
H  -0.3574  1.6206  3.7065  0.2317
H  -1.4230  3.1810  2.3363  0.2480
H  -2.0764  2.3265  -0.1793  0.2550
H  -0.7731  -1.5367  0.7118  0.2858
H  -2.1222  2.9626  -2.4997  0.2137
H  -1.5583  2.1213  -3.7781  0.2267
H  1.0120  -1.6467  2.9036  0.2565
H  -0.6915  -1.9267  3.3921  0.2465
H  0.3343  -0.5897  4.1300  0.2190

The calculation puts the HOMO energy at -7.2 eV. Its HOMO-LUMO gap is 5.4 eV. Its multiplicity is 1. The value obtained for the relative energy (zero: lowest compared OMol25 entry of this formula, charge and spin) is 746.39 kJ/mol. The value obtained for the LUMO energy is -0.0673 hartree.

***

Q: Which of these has the highest relative energy (zero: lowest compared OMol25 entry of this formula, charge and spin)?
A: C16H13N5O3S

***

Copy entry 2 word for word.
ORCA calculation (wB97M-V/def2-TZVPD) on C16H13N5O3S in the gas phase in a non-equilibrium geometry.

Each line ends with the natural charge from an NBO analysis.
Positions of all 38 atoms, in Å:
O  -4.6365  -2.2427  -1.7629  -0.6319
O  3.1180  -2.5979  1.9753  -0.3568
O  4.7467  -2.7532  0.4408  -0.3373
N  0.5925  1.0451  -2.4750  -0.2192
N  -0.2105  1.9260  -2.1723  -0.1369
N  -2.8011  -1.1922  -0.7696  -0.6415
S  -3.6298  -0.0314  -3.0265  0.3080
C  -3.8335  -1.2791  -1.8164  0.4204
C  -2.1203  0.0411  -0.9900  0.2170
C  -2.3519  0.6821  -2.0546  -0.2803
C  1.8868  -0.7725  -2.0660  -0.1655
C  1.8076  0.8577  -0.4051  -0.2251
C  2.6760  -1.6389  -1.3039  -0.1891
C  2.5954  -0.0167  0.4758  -0.1956
C  -0.5517  1.3148  2.7089  -0.1277
C  -1.1928  2.1713  1.8677  -0.2431
C  1.3858  0.4579  -1.6822  0.1515
C  3.0268  -1.3504  0.0771  0.0496
C  -0.3913  -0.0706  2.2420  -0.0055
C  -1.5911  1.8075  0.6355  0.0822
C  -0.7876  -0.4551  0.9556  0.1033
N  3.7091  -2.2464  0.9330  0.4852
N  -1.3938  0.4887  0.2013  -0.2580
C  -1.5950  1.9923  -2.6756  -0.2858
C  0.0545  -1.1394  3.2228  -0.6585
H  1.7485  -1.1008  -3.0748  0.2347
H  1.4986  1.7974  0.1401  0.2388
H  3.0309  -2.5170  -1.8823  0.2469
H  2.8655  0.3103  1.5581  0.2371
H  -0.3574  1.6206  3.7065  0.2317
H  -1.4230  3.1810  2.3363  0.2480
H  -2.0764  2.3265  -0.1793  0.2550
H  -0.7731  -1.5367  0.7118  0.2858
H  -2.1222  2.9626  -2.4997  0.2137
H  -1.5583  2.1213  -3.7781  0.2267
H  1.0120  -1.6467  2.9036  0.2565
H  -0.6915  -1.9267  3.3921  0.2465
H  0.3343  -0.5897  4.1300  0.2190

The calculation puts the HOMO energy at -7.2 eV. Its HOMO-LUMO gap is 5.4 eV. Its multiplicity is 1. The value obtained for the relative energy (zero: lowest compared OMol25 entry of this formula, charge and spin) is 746.39 kJ/mol. The value obtained for the LUMO energy is -0.0673 hartree.